(1)
DFT (ωB97M-V/def2-TZVPD) results for a 2-piece molecular cluster, C6H8N2O2 overall in a non-equilibrium geometry.

The geometry in XYZ format:
```
18
C6H8N2O2 ωB97M-V/def2-TZVPD
N 1.468 1.805 -0.054
C 1.056 0.836 -0.537
C 0.506 -0.337 -1.170
C -0.526 -1.196 -0.461
C -1.077 -0.822 0.890
O -1.650 0.493 0.940
C -2.044 1.100 -0.172
N -1.779 0.778 -1.375
C -0.961 -0.363 -1.616
H 1.213 -0.862 -1.815
H -0.422 -2.270 -0.614
H -1.869 -1.534 1.155
H -0.308 -0.846 1.671
H -2.632 1.996 0.044
H -1.139 -0.840 -2.580
O 3.745 0.692 2.064
H 3.166 -0.086 1.906
H 3.254 1.456 1.723
```

Its structure (SMILES) is N#C[C@H]1[C@H]2COC=N[C@@H]12.O. The charge is 0. As for the spin multiplicity: 1. The orbital gap comes out at 0.3793 Ha. Its HOMO energy is -9.88 eV.

(2)
DFT (ωB97M-V/def2-TZVPD) results for a 2-piece molecular cluster, C7H11NO2 overall in a non-equilibrium geometry.

The geometry in XYZ format:
```
21
C7H11NO2 ωB97M-V/def2-TZVPD
C -1.113 -1.865 1.653
C -2.047 0.539 -1.045
C -1.723 0.326 0.405
O -0.841 -0.917 0.619
O -2.401 0.684 1.316
H -1.829 -1.465 2.373
H -0.209 -2.002 2.249
H -1.384 -2.821 1.207
H -3.129 0.589 -1.158
H -1.719 -0.272 -1.684
H -1.679 1.529 -1.313
C 0.999 0.402 -1.469
C 1.734 0.650 -0.183
C 2.915 1.293 -0.210
C 1.347 -0.138 0.995
N 1.567 -0.349 2.123
H 0.377 -0.491 -1.427
H 0.453 1.305 -1.746
H 1.698 0.170 -2.272
H 3.497 1.438 0.687
H 3.487 1.395 -1.121
```

Its structure (SMILES) is C=C(C)C#N.COC(C)=O. The charge is 0. As for the spin multiplicity: 1. The orbital gap comes out at 0.3702 Ha. Its HOMO energy is -9.75 eV.

(3)
DFT (ωB97M-V/def2-TZVPD) results for a 2-piece molecular cluster, C4H8NO3 overall.

The geometry in XYZ format:
```
16
C4H8NO3 ωB97M-V/def2-TZVPD
C 2.296 0.980 -1.386
C 2.432 1.215 0.123
O 1.367 1.547 0.723
O 3.568 1.085 0.604
H 3.051 0.286 -1.743
H 2.444 1.933 -1.901
H 1.310 0.592 -1.657
C -2.756 -1.446 0.493
C -1.278 -1.083 0.403
O -0.469 -1.901 -0.005
N -0.962 0.163 0.801
H 0.017 0.514 0.783
H -1.673 0.762 1.177
H -3.373 -0.594 0.767
H -2.868 -2.196 1.274
H -3.105 -1.856 -0.455
```

The charge is -1. As for the spin multiplicity: 1. The orbital gap comes out at 0.2888 Ha. Its HOMO energy is -4.33 eV.

(4)
DFT (ωB97M-V/def2-TZVPD) results for C46H47BGdN7O3Se as an isolated structure in a non-equilibrium geometry.

The geometry in XYZ format:
```
106
C46H47BGdN7O3Se ωB97M-V/def2-TZVPD
Gd -0.404 0.631 1.018
C 3.430 -2.529 3.714
C 3.130 -1.248 3.021
C 3.096 -1.161 1.655
C 2.682 0.023 1.029
C 2.488 1.225 1.721
C 2.598 1.128 3.134
C 2.862 -0.074 3.738
H 4.164 -2.518 4.519
H 3.736 -3.257 2.955
H 2.496 -2.939 4.105
H 3.157 -2.030 1.025
H 2.496 -0.064 -0.049
H 2.207 2.123 1.213
H 2.503 1.976 3.722
H 2.788 -0.121 4.809
C -0.410 5.567 0.049
C 0.204 4.282 -0.445
C 1.479 3.995 -0.915
C 1.441 2.640 -1.230
N 0.229 2.106 -0.959
N -0.540 3.135 -0.509
B -2.048 2.991 -0.287
N -2.258 2.754 1.301
N -1.167 2.949 2.089
C -1.635 2.952 3.339
C -3.031 2.757 3.308
C -3.383 2.654 2.020
C -4.683 2.345 1.445
C -0.651 2.995 4.440
C -0.632 2.093 5.484
C 0.433 2.094 6.404
C 1.445 3.004 6.311
C 1.386 4.001 5.320
C 0.381 3.981 4.347
N -2.569 1.741 -1.054
N -2.508 0.502 -0.530
C -2.982 -0.328 -1.472
C -3.512 0.400 -2.567
C -3.206 1.715 -2.211
C -3.480 2.983 -2.900
C -2.951 -1.755 -1.324
C -4.032 -2.494 -1.596
C -3.961 -3.929 -1.610
C -2.831 -4.583 -1.385
C -1.504 -3.903 -1.169
C -1.748 -2.420 -0.763
C 2.514 1.957 -2.004
C 3.831 2.418 -2.074
C 4.716 1.797 -2.940
C 4.305 0.659 -3.655
C 3.023 0.172 -3.571
C 2.172 0.820 -2.702
H 0.332 6.350 -0.018
H -0.777 5.453 1.058
H -1.240 5.882 -0.642
H 2.270 4.719 -0.969
H -2.633 3.977 -0.711
H -3.663 2.668 4.188
H -5.487 2.387 2.147
H -4.642 1.328 1.030
H -4.988 3.025 0.670
H -1.460 1.380 5.585
H 0.399 1.350 7.209
H 2.285 3.025 6.982
H 2.165 4.712 5.253
H 0.304 4.784 3.614
H -3.913 -0.047 -3.433
H -3.803 2.884 -3.962
H -2.580 3.576 -2.917
H -4.274 3.567 -2.394
H -5.004 -2.095 -1.792
H -4.882 -4.567 -1.766
H -2.848 -5.677 -1.337
H -1.125 -4.331 -0.265
H -2.051 -2.482 0.293
H 4.123 3.317 -1.571
H 5.710 2.220 -3.079
H 5.046 0.182 -4.297
H 2.757 -0.680 -4.192
H 1.108 0.482 -2.561
O -1.032 -1.093 4.547
N -0.977 -0.676 3.398
O -1.932 -0.104 2.815
O 0.062 -0.785 2.728
C 3.008 -4.913 -4.745
C 1.834 -4.665 -3.863
C 1.852 -5.108 -2.554
C 0.766 -4.940 -1.663
C 0.926 -5.366 -0.273
C -0.361 -4.256 -2.150
Se 0.006 -1.494 -0.778
C -0.397 -3.854 -3.500
C -1.579 -3.118 -4.111
C 0.711 -3.943 -4.324
H 3.633 -4.004 -4.791
H 2.688 -5.159 -5.783
H 3.633 -5.669 -4.356
H 2.707 -5.628 -2.244
H 1.989 -5.625 -0.056
H 0.350 -6.204 0.044
H 0.648 -4.503 0.345
H -1.887 -2.279 -3.495
H -2.433 -3.808 -4.137
H -1.275 -2.755 -5.126
H 0.670 -3.650 -5.362
```

The charge is 0. As for the spin multiplicity: 8. The orbital gap (spin up / spin down) comes out at 0.2305 / 0.3065 Ha. Its HOMO energy (spin up / spin down) is -7.74 / -7.82 eV.